72
Properties=species:S:1:pos:R:3:mulliken_charge:R:1 method="wB97M-V/def2-TZVPD" fmax_ev_per_a=2.64 mol_weight_g_mol=779.38 total_charge=-1 de_lowest_kcal_mol=11.40
Cs 0.79 0.97 -0.17 1.48
C -4.17 -1.67 -0.98 -1.31
P -2.65 -0.83 -1.62 0.53
C -1.53 -2.29 -1.63 -0.88
C -3.11 -0.72 -3.42 -0.98
C -1.88 -0.46 -4.32 -0.93
P -0.66 0.59 -3.40 0.20
C 0.53 1.02 -4.74 -1.23
C -1.59 2.17 -3.31 -0.86
H -4.39 -2.59 -1.53 0.36
H -5.01 -0.98 -1.06 0.39
H -4.03 -1.91 0.07 0.30
H -1.95 -3.12 -2.21 0.46
H -1.37 -2.62 -0.60 0.08
H -0.57 -1.99 -2.04 0.24
H -3.78 0.14 -3.48 0.38
H -3.69 -1.60 -3.73 0.51
H -2.17 0.01 -5.26 0.50
H -1.37 -1.39 -4.56 0.37
H 0.03 1.46 -5.61 0.38
H 1.07 0.12 -5.06 0.36
H 1.26 1.72 -4.34 0.12
H -2.04 2.46 -4.27 0.40
H -0.89 2.94 -2.98 0.11
H -2.36 2.08 -2.54 0.23
O -1.53 -0.74 7.06 -0.51
C -1.95 0.40 6.32 -0.57
C -1.77 0.14 4.84 0.31
C -2.15 1.11 3.93 -0.98
C -1.95 0.86 2.58 -0.35
N -1.42 -0.26 2.12 -0.12
C -1.04 -1.19 3.00 0.27
C -1.21 -1.04 4.37 -0.57
C -0.37 -2.39 2.43 0.41
C -0.53 -3.65 2.99 -0.61
C 0.13 -4.73 2.41 0.57
C -0.03 -6.12 2.98 -0.64
O -0.03 -6.15 4.40 -0.52
C 0.93 -4.50 1.30 -0.99
C 1.03 -3.21 0.81 -0.50
N 0.39 -2.18 1.35 0.15
H -1.54 -0.50 8.00 0.29
H -1.36 1.28 6.59 0.32
H -3.00 0.62 6.51 0.31
H -2.57 2.05 4.26 0.42
H -2.21 1.61 1.83 0.43
H -0.88 -1.79 5.07 0.61
H -1.16 -3.81 3.85 0.59
H 0.75 -6.78 2.57 0.32
H -1.00 -6.53 2.68 0.27
H 0.76 -5.68 4.70 0.33
H 1.47 -5.31 0.83 0.38
H 1.65 -2.98 -0.05 0.43
O 1.85 4.67 0.63 -0.62
As 0.55 4.41 -0.58 0.11
O 1.66 3.22 -1.73 -0.07
O -0.45 3.25 0.01 -0.54
C 2.91 3.63 -2.00 -0.24
C 3.13 4.81 -2.73 -0.55
C 4.40 5.24 -3.04 -0.51
C 5.51 4.51 -2.63 -0.60
C 5.32 3.36 -1.88 -0.50
C 4.04 2.92 -1.56 0.38
S 3.91 1.48 -0.50 1.24
O 5.27 1.10 -0.19 -0.76
O 3.15 1.94 0.67 -0.83
O 3.17 0.47 -1.25 -0.84
H 2.23 3.81 0.90 0.37
H 2.26 5.37 -3.05 0.41
H 4.53 6.16 -3.61 0.35
H 6.51 4.85 -2.87 0.37
H 6.15 2.77 -1.51 0.53



16
Properties=species:S:1:pos:R:3:mulliken_charge:R:1 method="wB97M-V/def2-TZVPD" fmax_ev_per_a=5.13 smiles="[NH3+][C@@]1(Br)C=NC=CC1" mol_weight_g_mol=176.04 total_charge=+1 de_lowest_kcal_mol=74.02
C -0.11 1.71 0.70 -0.32
C 0.23 1.10 1.84 -0.32
C 0.61 -0.90 0.95 0.01
C 0.06 0.98 -0.62 -0.56
C -0.28 -0.50 -0.38 -0.17
N 0.85 -0.12 1.85 -0.42
N -0.06 -1.43 -1.45 -0.20
Br -2.25 -0.83 0.06 0.00
H -0.44 2.75 0.72 0.38
H -0.08 1.62 2.74 0.38
H 0.95 -1.92 0.82 0.35
H -0.55 1.46 -1.43 0.39
H 1.09 1.21 -0.83 0.32
H 0.98 -1.75 -1.60 0.39
H -0.42 -1.12 -2.30 0.29
H -0.58 -2.26 -1.07 0.47



12
Properties=species:S:1:pos:R:3:mulliken_charge:R:1 method="wB97M-V/def2-TZVPD" fmax_ev_per_a=5.18 mol_weight_g_mol=148.22 total_charge=0 de_lowest_kcal_mol=143.53
C 1.10 -0.49 -0.14 0.27
C -1.05 0.60 0.00 -0.76
N 1.67 -1.55 0.32 0.37
N 1.77 -2.77 0.35 -0.75
N -0.75 -1.18 -1.39 -0.75
N -0.32 -0.46 -0.60 0.62
S 2.08 0.91 -0.50 0.01
S 3.97 0.56 -0.69 -0.22
H -1.71 0.32 0.89 0.29
H -0.71 1.63 0.29 0.27
H -1.79 0.75 -0.75 0.38
H 2.21 -3.17 1.16 0.27